DFT (the ωB97M-V functional and the def2-TZVPD basis) results for the molecule C6H6N2 at a distorted geometry.

Output
multiplicity: 3
lowest unoccupied orbital energy (alpha / beta): 0.67 / -2.68 eV
energy above the lowest of the compared OMol25 structures with the same formula, charge and spin: 0.0 kcal per mole
E_HOMO (alpha / beta): -8.0 / -12.4 eV

Each line ends with the Löwdin spin population.
Atoms and positions in Å:
1 C -1.287 -1.386 0.321  0.073
2 C -2.031 0.858 -0.127  0.044
3 C 0.560 0.826 1.253  0.740
4 C 0.456 0.453 -0.149  0.135
5 C -0.944 -0.097 0.037  0.465
6 C 1.480 -0.531 -0.915  0.012
7 N -1.634 -2.467 0.247  0.250
8 N -2.885 1.606 -0.312  0.168
9 H 1.053 0.241 1.992  0.048
10 H -0.117 1.582 1.580  0.042
11 H 0.262 1.402 -0.623  0.021
12 H 1.805 -1.233 -0.184  0.000
13 H 2.400 -0.101 -1.399  0.002
14 H 0.883 -1.153 -1.720  -0.001

=====

DFT (the ωB97M-V functional and the def2-TZVPD basis) results for the molecule C6H6O at a distorted geometry.

Output
lowest unoccupied orbital energy: 0.32 eV
energy above the lowest of the compared OMol25 structures with the same formula, charge and spin: 119.1 kcal per mole
E_HOMO: -8.6 eV

Each line ends with the Löwdin charge.
Atoms and positions in Å:
1 C 0.693 0.512 1.221  -0.422
2 C 0.857 0.293 2.522  0.217
3 C 0.430 -0.969 0.741  -0.205
4 C -0.654 -0.727 -0.279  -0.110
5 C 0.621 1.279 0.022  -0.046
6 C -0.188 0.702 -0.846  -0.267
7 O -0.852 1.193 -1.971  0.046
8 H 1.444 -1.387 0.267  0.165
9 H 0.035 -1.580 1.701  0.140
10 H -0.500 -1.466 -1.074  0.117
11 H -1.635 -0.603 0.081  0.108
12 H 0.977 2.360 0.001  0.148
13 H -1.227 0.392 -2.387  0.108

=====

DFT (the ωB97M-V functional and the def2-TZVPD basis) results for C7H7NO4 as an isolated structure at a distorted geometry.

Output
multiplicity: 3
lowest unoccupied orbital energy (alpha / beta): 0.32 / -1.98 eV
energy above the lowest of the compared OMol25 structures with the same formula, charge and spin: 0.0 kcal per mole
E_HOMO (alpha / beta): -6.9 / -9.8 eV

Each line ends with the Löwdin spin population.
Atoms and positions in Å:
1 C -2.036 0.684 0.412  -0.006
2 C -1.299 1.798 0.268  0.070
3 C -1.663 -0.740 0.355  0.133
4 C 2.083 0.219 0.464  0.080
5 C 0.115 1.807 -0.188  0.071
6 C -0.409 -1.096 -0.390  0.347
7 C 0.830 0.513 -0.246  0.542
8 N -0.152 -2.447 -0.346  0.201
9 O 2.540 0.991 1.270  0.170
10 O -2.252 -1.627 0.968  0.229
11 O 2.891 -0.779 -0.078  0.010
12 O 0.366 -0.364 -1.272  0.110
13 H -3.091 0.643 0.751  -0.001
14 H -1.674 2.855 0.181  0.004
15 H 0.341 2.201 -1.138  0.021
16 H 0.685 2.502 0.480  0.001
17 H 0.521 -2.906 -0.956  0.007
18 H 2.647 -1.177 -0.942  0.000
19 H -0.445 -3.078 0.408  0.010

=====

DFT (the ωB97M-V functional and the def2-TZVPD basis) results for the molecule C13H8Cl2FNO5S at a distorted geometry.

Output
lowest unoccupied orbital energy: -1.38 eV
energy above the lowest of the compared OMol25 structures with the same formula, charge and spin: 0.0 kcal per mole
structure (SMILES): O=[N+]([O-])c1ccc(/C(=C\c2ccc(F)cc2)S(=O)(=O)C(Cl)Cl)o1
E_HOMO: -9.3 eV

Each line ends with the Löwdin charge.
Atoms and positions in Å:
1 O 1.437 -2.143 3.261  0.108
2 O -2.206 3.291 -0.331  -0.321
3 O -3.684 1.345 -0.183  -0.310
4 O 0.090 -3.877 3.089  0.062
5 F 4.522 -1.101 -3.256  0.080
6 Cl -0.732 2.371 2.726  0.625
7 Cl -3.480 3.121 2.801  0.642
8 O 0.060 -0.827 1.244  0.107
9 C -2.123 -1.166 0.674  0.013
10 C -1.709 -2.141 1.625  0.052
11 C -1.032 -0.369 0.546  -0.304
12 C -0.378 -1.936 1.922  -0.179
13 C -0.090 1.371 -1.043  0.047
14 C -1.055 0.911 -0.167  -0.213
15 C 2.497 -1.326 -2.111  0.016
16 C 3.265 0.842 -2.751  -0.005
17 C 1.351 -0.730 -1.524  0.002
18 C 2.129 1.425 -2.200  -0.023
19 C 3.431 -0.529 -2.731  -0.289
20 C 1.105 0.656 -1.595  -0.179
21 N 0.435 -2.691 2.821  -0.312
22 C -2.364 1.978 2.109  -1.189
23 S -2.451 1.978 0.303  0.643
24 H -3.122 -1.035 0.282  0.127
25 H -2.333 -2.961 2.006  0.136
26 H -0.213 2.364 -1.451  0.112
27 H 2.606 -2.414 -2.071  0.127
28 H 4.006 1.491 -3.248  0.131
29 H 0.614 -1.398 -1.073  0.113
30 H 2.054 2.520 -2.178  0.124
31 H -2.630 0.983 2.503  0.057

=====

DFT (the ωB97M-V functional and the def2-TZVPD basis) results for C37H51IrN2OP2 as an isolated structure at a distorted geometry.

Output
multiplicity: 2
lowest unoccupied orbital energy (alpha / beta): -2.69 / -4.36 eV
total charge: +1
energy above the lowest of the compared OMol25 structures with the same formula, charge and spin: 41.2 kcal per mole
E_HOMO (alpha / beta): -9.5 / -9.4 eV

Each line ends with the Löwdin spin population.
Atoms and positions in Å:
1 Ir -1.118 -0.366 0.095  0.481
2 C -1.074 -4.210 -3.275  0.000
3 C -1.227 -2.777 -2.765  0.000
4 C -0.816 -1.766 -3.840  0.000
5 P -0.376 -2.334 -1.170  0.025
6 C -0.225 -3.894 -0.190  0.020
7 C 0.690 -3.612 1.008  0.002
8 C -1.595 -4.374 0.293  0.001
9 C 1.316 -2.004 -1.636  0.009
10 C 2.072 -2.877 -2.421  -0.001
11 C 3.320 -2.530 -2.899  0.010
12 C 4.091 -3.458 -3.806  0.002
13 C 3.817 -1.274 -2.540  -0.003
14 C 3.106 -0.423 -1.720  0.010
15 C 1.828 -0.776 -1.244  0.001
16 N 1.044 0.087 -0.512  0.083
17 C 1.573 1.140 0.223  0.012
18 C 2.770 1.096 0.937  0.002
19 C 3.178 2.194 1.674  0.003
20 C 2.419 3.362 1.712  -0.001
21 C 2.865 4.553 2.520  0.000
22 C 1.213 3.378 1.025  0.001
23 C 0.787 2.272 0.295  0.002
24 P -0.774 1.984 -0.552  0.074
25 C -1.922 3.326 -0.032  0.015
26 C -2.123 3.211 1.488  0.000
27 C -1.563 4.748 -0.478  0.006
28 C -0.416 2.141 -2.355  0.009
29 C -1.710 2.359 -3.148  0.001
30 C 0.657 3.174 -2.689  0.004
31 H -1.762 -4.358 -4.109  0.000
32 H -1.312 -4.957 -2.518  0.000
33 H -0.070 -4.396 -3.653  0.000
34 H -2.286 -2.610 -2.545  0.000
35 H 0.219 -1.924 -4.143  0.000
36 H -0.911 -0.740 -3.474  0.000
37 H -1.449 -1.879 -4.722  0.000
38 H 0.220 -4.649 -0.840  0.002
39 H 0.248 -2.843 1.646  0.001
40 H 1.673 -3.271 0.683  0.000
41 H 0.822 -4.518 1.602  0.000
42 H -2.020 -3.660 0.991  0.000
43 H -1.491 -5.329 0.810  0.000
44 H -2.297 -4.517 -0.533  0.000
45 H 1.674 -3.854 -2.672  0.000
46 H 3.417 -4.015 -4.456  0.000
47 H 4.662 -4.185 -3.224  0.001
48 H 4.795 -2.902 -4.424  0.000
49 H 4.777 -0.955 -2.931  0.000
50 H 3.502 0.555 -1.482  0.001
51 H 3.350 0.181 0.941  0.000
52 H 4.099 2.145 2.245  0.000
53 H 3.949 4.576 2.620  0.000
54 H 2.443 4.505 3.527  0.000
55 H 2.535 5.489 2.068  0.000
56 H 0.618 4.279 1.070  0.000
57 H -2.870 3.048 -0.505  0.001
58 H -1.252 3.565 2.036  0.000
59 H -2.293 2.173 1.781  0.000
60 H -2.985 3.805 1.795  0.000
61 H -2.134 5.455 0.127  0.001
62 H -1.827 4.921 -1.521  0.000
63 H -0.509 4.981 -0.357  0.000
64 H -0.028 1.153 -2.612  0.000
65 H -2.065 3.386 -3.053  0.000
66 H -2.503 1.688 -2.809  0.000
67 H -1.534 2.168 -4.207  0.000
68 H 0.335 4.187 -2.445  0.000
69 H 0.859 3.138 -3.762  0.001
70 H 1.585 2.964 -2.160  0.000
71 N -4.589 -2.227 1.653  0.004
72 C -3.619 -1.731 0.889  0.005
73 O -2.491 -1.481 1.340  0.019
74 C -3.868 -1.532 -0.561  0.004
75 C -3.056 -0.341 -0.989  0.030
76 H -4.410 -2.414 2.628  0.000
77 H -5.514 -2.380 1.295  0.000
78 H -4.933 -1.426 -0.778  0.001
79 H -3.523 -2.443 -1.058  0.000
80 H -3.551 0.596 -0.742  0.004
81 H -2.837 -0.371 -2.055  0.003
82 C -0.662 -0.054 2.000  0.021
83 C -0.238 0.201 3.110  0.093
84 C 0.267 0.540 4.405  0.011
85 C -0.604 0.925 5.428  0.011
86 C -0.106 1.282 6.670  -0.001
87 C 1.262 1.248 6.910  0.009
88 C 2.132 0.858 5.900  -0.001
89 C 1.643 0.511 4.652  0.010
90 H -1.669 0.945 5.233  0.001
91 H -0.784 1.587 7.456  0.000
92 H 1.647 1.522 7.883  0.001
93 H 3.197 0.828 6.089  0.000
94 H 2.314 0.207 3.859  0.000

=====

DFT (the ωB97M-V functional and the def2-TZVPD basis) results for a 2-piece molecular cluster, C5H11O2 overall at a distorted geometry.

Output
lowest unoccupied orbital energy: 3.58 eV
total charge: -1
energy above the lowest of the compared OMol25 structures with the same formula, charge and spin: 11.4 kcal per mole
E_HOMO: -3.7 eV

Each line ends with the Löwdin charge.
Atoms and positions in Å:
1 C -0.281 1.554 0.449  -0.199
2 C -1.486 1.927 -0.444  -0.117
3 C 0.969 2.480 0.423  -0.770
4 O 2.060 1.832 0.463  -0.128
5 O 0.808 3.709 0.412  -0.082
6 H -0.575 1.663 1.510  0.097
7 H 0.009 0.513 0.384  0.054
8 H -1.746 1.116 -1.126  0.045
9 H -1.127 2.758 -1.057  0.061
10 H -2.341 2.197 0.167  0.049
11 C 0.162 -2.163 -0.747  -0.181
12 C 0.758 -2.777 0.522  -0.163
13 H 0.462 -1.140 -0.959  0.051
14 H 0.520 -2.747 -1.604  0.055
15 H -0.922 -2.213 -0.872  0.057
16 H 0.642 -3.854 0.468  0.051
17 H 1.787 -2.432 0.567  0.065
18 H 0.301 -2.422 1.443  0.057

=====

DFT (the ωB97M-V functional and the def2-TZVPD basis) results for an isolated ion of composition C6H6NO4S and charge -1 at a distorted geometry.

Output
lowest unoccupied orbital energy (alpha / beta): 2.53 / 2.53 eV
total charge: -1
energy above the lowest of the compared OMol25 structures with the same formula, charge and spin: 84.1 kcal per mole
E_HOMO (alpha / beta): -4.6 / -4.6 eV

Each line ends with the Löwdin charge.
Atoms and positions in Å:
1 C -0.953 2.356 -0.901  -0.214
2 C 0.297 1.112 -2.602  -0.685
3 C -1.149 -0.122 -0.786  -0.219
4 C -0.587 -0.144 0.622  -0.220
5 C -0.464 1.090 -1.256  -0.081
6 C 0.656 -1.698 2.347  -0.172
7 N -1.305 3.393 -0.607  0.168
8 O -0.686 1.469 -3.240  0.075
9 O 1.466 0.871 -2.826  0.058
10 O 2.125 0.366 1.058  -0.366
11 O 1.533 -1.661 -0.118  -0.362
12 S 1.107 -0.670 0.854  0.605
13 H -0.683 -1.053 -1.110  0.112
14 H -2.248 -0.064 -0.588  0.132
15 H -0.907 0.601 1.241  0.033
16 H -0.100 -2.296 1.980  0.003
17 H 1.496 -2.438 2.712  0.093
18 H 0.400 -1.113 3.219  0.042

=====

DFT (the ωB97M-V functional and the def2-TZVPD basis) results for C27H18BiBr2N4O5 as an isolated structure.

Output
lowest unoccupied orbital energy: -3.27 eV
total charge: +1
energy above the lowest of the compared OMol25 structures with the same formula, charge and spin: 0.0 kcal per mole
E_HOMO: -10.4 eV

Each line ends with the Löwdin charge.
Atoms and positions in Å:
1 Bi -0.474 0.025 -1.357  1.837
2 O -4.618 1.139 1.642  0.139
3 C -3.599 1.168 0.779  -0.461
4 O -3.324 0.265 0.035  0.065
5 C -2.860 2.480 0.810  -0.163
6 C -3.235 3.526 1.644  0.038
7 C -2.503 4.700 1.586  -0.006
8 C -1.458 4.796 0.680  0.022
9 C -1.176 3.698 -0.122  -0.166
10 N -1.843 2.553 -0.038  0.157
11 C -0.089 3.685 -1.169  -0.437
12 O 0.345 4.851 -1.641  0.170
13 O 0.375 2.656 -1.585  -0.002
14 H -5.069 0.290 1.537  0.144
15 H -4.069 3.412 2.320  0.128
16 H -2.746 5.531 2.234  0.125
17 H -0.868 5.702 0.632  0.125
18 H -0.175 5.591 -1.311  0.112
19 Br -1.089 -4.093 -4.425  0.817
20 C -1.574 -3.989 -2.608  -0.594
21 C -2.322 -5.035 -2.030  -0.150
22 C -2.660 -5.005 -0.709  -0.625
23 Br -3.642 -6.436 0.030  0.811
24 C -2.271 -3.910 0.106  -0.175
25 C -2.523 -3.785 1.489  -0.004
26 C -2.066 -2.692 2.175  -0.024
27 C -1.379 -1.687 1.476  -0.123
28 N -1.148 -1.770 0.189  -0.029
29 C -1.551 -2.865 -0.502  -0.154
30 C -1.163 -2.903 -1.876  -0.404
31 O -0.412 -1.931 -2.357  -0.361
32 H -2.616 -5.871 -2.648  0.103
33 H -3.067 -4.569 1.999  0.089
34 H -2.226 -2.592 3.238  0.113
35 H -1.006 -0.801 1.980  0.117
36 C 1.163 0.141 0.073  -0.220
37 C 2.041 0.197 0.904  -0.108
38 C 3.087 0.254 1.883  -0.259
39 C 2.862 -0.201 3.183  -0.038
40 C 3.877 -0.148 4.123  -0.074
41 C 5.123 0.357 3.774  -0.075
42 C 5.353 0.811 2.482  -0.072
43 C 4.341 0.762 1.538  -0.034
44 H 1.891 -0.600 3.447  0.109
45 H 3.699 -0.505 5.128  0.107
46 H 5.916 0.395 4.509  0.107
47 H 6.324 1.202 2.209  0.108
48 H 4.514 1.110 0.529  0.114
49 N 1.314 -0.796 -4.007  0.012
50 C 2.371 -0.564 -4.793  -0.060
51 C 3.031 0.537 -4.286  -0.036
52 C 2.300 0.901 -3.153  -0.128
53 N 1.263 0.085 -2.994  -0.137
54 H 0.686 -1.592 -3.969  0.106
55 H 2.577 -1.191 -5.644  0.129
56 H 3.915 1.005 -4.678  0.104
57 H 2.453 1.711 -2.461  0.105

=====

DFT (the ωB97M-V functional and the def2-TZVPD basis) results for C13H28AlO4 as an isolated structure at a distorted geometry.

Output
lowest unoccupied orbital energy: 2.71 eV
total charge: -1
E_HOMO: -4.3 eV

Each line ends with the Löwdin charge.
Atoms and positions in Å:
1 C 3.139 -3.483 -1.235  -0.041
2 C 2.375 -2.533 -0.090  -0.288
3 O 2.271 -3.074 1.127  -0.041
4 O 1.852 -1.222 -0.504  -0.138
5 C 0.470 -0.997 -0.053  -0.188
6 C -0.680 -1.351 -1.184  -0.256
7 C -0.698 -2.915 -1.673  -0.372
8 Al -1.868 -4.005 -0.362  0.095
9 H 3.215 -4.610 -0.851  0.103
10 H 2.547 -3.469 -2.266  0.083
11 H 4.214 -3.056 -1.485  0.079
12 H 0.184 -1.518 0.956  0.126
13 H 0.377 0.175 0.142  0.125
14 H -1.716 -1.021 -0.714  0.085
15 H -0.535 -0.696 -2.171  0.103
16 H -1.216 -2.961 -2.741  0.047
17 H 0.354 -3.412 -1.800  0.014
18 H -1.690 -3.581 1.162  -0.159
19 H -1.568 -5.570 -0.609  -0.174
20 H -3.394 -3.698 -0.780  -0.167
21 C 3.693 2.475 1.951  -0.186
22 C 4.214 1.929 0.647  -0.179
23 C 2.939 1.726 -0.143  -0.199
24 O 2.008 2.720 0.306  -0.143
25 C 2.530 3.329 1.495  -0.212
26 H 4.437 3.037 2.521  0.110
27 H 3.330 1.653 2.579  0.120
28 H 4.842 2.681 0.155  0.112
29 H 4.799 1.013 0.756  0.116
30 H 2.500 0.742 0.057  0.085
31 H 3.093 1.826 -1.221  0.124
32 H 2.858 4.341 1.235  0.112
33 H 1.741 3.401 2.250  0.115
34 C -4.852 1.952 -0.184  -0.189
35 C -3.783 2.681 0.589  -0.189
36 C -2.951 1.539 1.132  -0.198
37 O -3.045 0.468 0.183  -0.163
38 C -4.087 0.777 -0.753  -0.200
39 H -5.331 2.562 -0.954  0.111
40 H -5.629 1.596 0.503  0.115
41 H -3.180 3.289 -0.096  0.115
42 H -4.175 3.334 1.372  0.110
43 H -3.349 1.177 2.086  0.118
44 H -1.902 1.815 1.274  0.116
45 H -3.614 1.036 -1.706  0.120
46 H -4.719 -0.102 -0.904  0.124